Here is a structure of composition C62H45FI4N7O5W from OMol25. Energies are from wB97M-V/def2-TZVPD.

The geometry in XYZ format:
```
125
Properties=species:S:1:pos:R:3:forces:R:3:lowdin_charge:R:1
W -0.158485 0.532693 0.071964 0.1764 0.0283 0.2870 1.871
I 9.350011 -1.775828 -2.503854 0.0590 -0.0178 -0.0176 0.878
C 7.432895 -1.221657 -1.912616 -0.0527 0.0230 0.0199 -0.744
C 6.705882 -2.049730 -1.070412 -0.0033 0.0031 -0.0148 -0.145
C 5.427005 -1.678604 -0.686066 -0.0132 -0.0327 -0.0050 -0.028
C 4.862581 -0.483006 -1.127871 0.0397 0.0401 -0.0207 -0.173
C 5.612017 0.334357 -1.975126 0.0262 0.0460 0.0219 -0.020
C 6.891004 -0.026120 -2.365537 -0.0175 -0.0123 0.0199 -0.140
C 3.498900 -0.100658 -0.722523 -0.0521 0.0273 0.2205 -0.052
C 2.599163 0.453474 -1.663038 -0.0868 0.0517 -0.0279 -0.240
C 2.609945 0.494623 -3.056590 -0.0299 -0.0403 -0.0294 0.003
C 1.411550 1.097415 -3.467150 0.0734 -0.0583 0.1324 -0.020
C 0.753559 1.431403 -2.286747 -0.1696 0.2983 -0.2277 -0.242
C -0.599542 1.665049 -1.776625 0.1368 -0.1772 0.1263 -0.370
C -2.257165 2.461342 -3.446425 0.0758 -0.0691 -0.0184 -0.282
C -3.674785 2.696486 -3.780697 0.0207 -0.0039 0.0323 0.019
C -4.037046 3.364517 -4.882664 0.0144 -0.0149 -0.0109 -0.125
C -3.062345 3.750809 -5.888882 0.0092 -0.0213 0.0223 -0.735
I -3.789182 4.551377 -7.668296 -0.0175 0.0168 -0.0431 0.892
C -1.755654 3.527144 -5.720634 0.0045 -0.0058 -0.0002 -0.090
C -1.265149 2.983973 -4.444985 -0.0687 0.0116 -0.0012 -0.182
C -2.832520 0.768608 -1.537497 -0.1135 0.0642 0.0045 -0.214
N -2.248579 0.061084 -0.509784 -0.2050 0.0016 -0.2511 0.005
C -3.061649 -1.032965 -0.295325 0.0661 0.1068 -0.2554 -0.233
C -2.727251 -2.104446 0.583756 0.3208 0.1356 0.5766 -0.077
C -3.402278 -3.415364 0.494387 -0.1769 -0.0888 -0.0358 -0.161
C -4.784373 -3.602533 0.403713 -0.0268 -0.0228 0.1182 -0.017
C -5.334702 -4.864261 0.227316 0.0498 0.0072 0.0159 -0.133
C -4.498985 -5.970154 0.153573 -0.0334 0.0327 0.0312 -0.736
I -5.315102 -7.875845 -0.128207 0.0177 -0.0175 -0.0365 0.887
C -3.127730 -5.824530 0.286245 -0.0402 -0.0328 0.0013 -0.169
C -2.595372 -4.555894 0.448197 0.0661 0.0367 -0.0688 -0.033
C -1.748389 -1.949428 1.528821 -0.4445 -0.1323 -0.5636 -0.255
C -1.849856 -2.583743 2.819292 0.2761 0.0184 0.3772 0.014
C -1.072249 -1.878795 3.665452 -0.3670 -0.2683 -0.0270 0.026
C -0.338176 -0.927073 2.867878 0.5708 -0.0548 -0.2894 -0.236
N -0.780652 -0.959765 1.561594 -0.0809 0.2361 0.1353 -0.009
C 0.833548 -0.348654 3.315506 -0.4395 0.1134 0.1466 -0.105
C 1.880341 -0.124678 2.409836 -0.0410 -0.1073 -0.3770 -0.225
C 3.258578 -0.050737 2.804010 0.1391 -0.0376 0.0271 0.015
C 3.993995 -0.193957 1.681979 -0.0944 -0.0227 0.0781 0.016
C 3.080947 -0.216396 0.576528 0.2754 -0.1266 -0.2714 -0.213
N 1.758588 -0.173215 1.055746 -0.1577 0.3746 0.1629 0.030
C 1.044494 -0.248168 4.785181 0.0172 -0.0146 -0.0449 -0.198
C 0.287903 0.662655 5.517934 0.0596 0.0113 0.0132 -0.012
C 0.427509 0.766903 6.894548 -0.0106 -0.0065 0.0030 -0.140
C 1.333365 -0.051250 7.551351 -0.0041 -0.0036 -0.0529 -0.745
I 1.555707 0.098726 9.616827 0.0056 0.0021 0.0586 0.871
C 2.091617 -0.972494 6.842635 -0.0077 -0.0031 -0.0077 -0.144
C 1.941008 -1.067084 5.467496 -0.0194 -0.0426 0.0439 -0.039
C -4.196065 -0.940873 -1.102263 -0.0216 0.0025 -0.0093 -0.021
C -4.060608 0.208231 -1.872152 0.0779 0.0309 0.0527 -0.045
N 1.468221 1.074470 -1.204922 0.2031 -0.0836 -0.2802 0.004
H 7.128322 -2.981901 -0.721642 0.0044 -0.0034 -0.0024 0.094
H 4.847941 -2.332877 -0.046709 -0.0051 0.0079 0.0071 0.123
H 5.198675 1.278633 -2.306231 -0.0043 -0.0178 -0.0054 0.124
H 7.464429 0.625388 -3.010193 0.0078 -0.0009 -0.0004 0.096
H 3.398985 0.124444 -3.692114 -0.0012 0.0160 0.0056 0.110
H 1.080336 1.233935 -4.481754 0.0543 -0.0377 -0.0138 0.093
H -4.427911 2.390446 -3.075706 -0.0529 -0.0481 0.0750 0.103
H -5.080075 3.585839 -5.063494 -0.0030 0.0038 0.0045 0.093
H -1.041979 3.707190 -6.513317 0.0113 0.0119 0.0078 0.102
H -0.271844 2.558728 -4.454072 -0.0280 0.0268 -0.0163 0.117
H -5.451931 -2.760029 0.516494 0.0194 0.0132 -0.0253 0.117
H -6.408298 -4.979844 0.167210 0.0003 -0.0100 -0.0024 0.098
H -2.472186 -6.685319 0.258378 0.0040 -0.0115 0.0283 0.096
H -1.521386 -4.439345 0.524328 -0.0063 0.0059 0.0014 0.123
H -2.522093 -3.392058 3.056153 0.0180 -0.0346 0.0013 0.121
H -0.933712 -2.029931 4.723048 -0.0075 0.0220 0.0140 0.122
H 3.611373 0.068032 3.813867 -0.0158 -0.0037 0.0009 0.113
H 5.067088 -0.192887 1.589167 0.0141 -0.0006 -0.0080 0.122
H -0.408842 1.309449 4.999488 -0.0149 0.0220 -0.0206 0.118
H -0.162431 1.485147 7.447219 0.0019 -0.0004 0.0033 0.095
H 2.787548 -1.619970 7.358155 0.0034 0.0024 0.0084 0.094
H 2.513389 -1.806365 4.920464 0.0113 0.0157 -0.0063 0.123
H -5.027083 -1.621689 -1.131318 0.0176 -0.0179 -0.0186 0.087
H -4.711757 0.485001 -2.680588 -0.0398 0.0653 -0.0510 0.096
C -1.790445 -1.940135 -7.490604 0.0249 -0.0066 -0.0336 -0.057
C -2.801137 -1.585904 -6.414158 0.0234 0.0197 0.0217 -0.178
N -2.187610 -1.484453 -5.085449 -0.0774 -0.0102 0.0833 -0.015
C -2.073554 -0.264073 -4.503593 -0.0428 -0.0351 -0.0431 0.056
C -1.528752 -0.016931 -3.283179 0.1021 -0.0867 0.1360 -0.023
C -1.827337 1.294032 -2.537781 -0.0470 0.0671 -0.1799 -0.178
O -1.543742 3.680934 -3.237595 0.0166 -0.0013 -0.0013 0.087
O -0.721556 2.349886 -0.674166 -0.0439 0.0853 -0.0868 -0.089
C -0.881656 -1.115173 -2.598541 -0.0957 0.0377 -0.0583 -0.235
O -0.198324 -1.079950 -1.545592 0.2338 0.0142 0.4944 -0.069
C -1.130523 -2.430802 -3.167802 0.0470 0.0577 0.0715 -0.028
C -0.767784 -3.544315 -2.395250 0.0024 -0.0867 0.0011 0.097
C -1.147772 -4.780317 -2.799670 -0.0073 0.0488 -0.1009 -0.190
F -0.790194 -5.873028 -2.082330 0.0184 -0.0282 0.0577 0.064
C -1.913127 -4.986938 -3.961965 -0.0184 -0.0094 -0.0035 -0.144
C -2.198323 -3.905516 -4.767018 -0.0371 0.0597 0.0491 0.074
C -1.817652 -2.605744 -4.372122 0.0085 -0.0575 -0.0784 -0.113
N -2.387880 -6.280277 -4.235714 0.0983 -0.0168 0.0330 -0.099
C -2.254357 -6.934988 -5.504285 -0.0158 0.0182 -0.0150 -0.137
C -1.485647 -8.241381 -5.332010 -0.0024 -0.0490 0.0621 -0.075
N -2.181601 -9.078425 -4.284724 -0.0331 0.0347 -0.0085 0.063
C -2.312430 -8.355549 -2.960444 0.0331 -0.0559 -0.0426 -0.088
C -3.052040 -7.057924 -3.217671 -0.0892 0.0389 -0.0093 -0.151
H -2.286419 -2.020385 -8.457548 -0.0040 0.0003 -0.0021 0.084
H -1.293642 -2.887754 -7.279864 -0.0083 -0.0024 0.0041 0.068
H -1.024437 -1.168398 -7.563863 0.0015 0.0010 0.0049 0.086
H -3.618402 -2.306742 -6.371906 -0.0017 -0.0071 0.0020 0.117
H -3.255838 -0.619046 -6.622421 0.0068 -0.0100 -0.0113 0.124
H -2.513651 0.544336 -5.075826 0.0042 0.0167 0.0129 0.144
H -0.209194 -3.394519 -1.481384 0.0000 0.0268 -0.0098 0.144
H -2.799145 -4.062271 -5.651164 -0.0039 0.0004 -0.0135 0.117
H -1.708934 -6.304015 -6.204221 0.0021 0.0026 0.0137 0.140
H -3.236662 -7.151824 -5.952418 0.0097 0.0021 -0.0167 0.137
H -0.481140 -8.054941 -4.955375 0.0020 0.0017 -0.0219 0.144
H -1.438245 -8.831665 -6.245846 -0.0174 0.0174 -0.0102 0.137
H -1.689306 -9.962220 -4.157311 0.0283 0.0093 0.0093 0.183
H -3.120096 -9.312405 -4.618725 0.0008 -0.0132 -0.0012 0.182
H -1.300730 -8.170044 -2.606586 -0.0038 0.0012 0.0186 0.132
H -2.844133 -9.011728 -2.272818 -0.0234 0.0184 -0.0135 0.112
H -3.130136 -6.500216 -2.285289 0.0112 -0.0061 -0.0613 0.104
H -4.082252 -7.287455 -3.532319 -0.0046 -0.0012 0.0289 0.134
C -2.884348 1.660697 2.329492 0.0391 0.0419 -0.0305 -0.002
O -1.587881 2.301830 2.387706 0.1326 -0.1568 0.2790 0.004
C -0.671419 1.776049 1.631776 -0.1940 -0.0309 -0.2559 -0.543
O 0.472223 2.193412 1.509411 -0.0150 -0.1581 0.0051 0.045
H -3.461383 2.105961 3.132905 -0.0141 0.0035 -0.0108 0.098
H -2.777469 0.588464 2.482835 -0.0153 -0.0028 0.0021 0.084
H -3.342016 1.862896 1.363310 -0.0060 -0.0205 0.0008 0.094
```
Forces are in eV/Å.

Calculated values
- Relative energy (zero: lowest compared OMol25 entry of this formula, charge and spin): 4.2586 eV
- Charge: +1
- Kohn-Sham gap (alpha / beta): 4.446 / 4.449 eV
- LUMO level (alpha / beta): -0.116 / -0.116 hartree
- HOMO energy (alpha / beta): -7.6 / -7.6 eV